87
Properties=species:S:1:pos:R:3 method="wB97M-V/def2-TZVPD" lumo_ev=-2.0 gap_ev=9.1 e_tot_ha=-1930.29334 max_force_ev_per_a=0.60 charge=+1
Y -0.33223 -0.61538 1.13413
C -0.21307 -1.48499 5.01329
C -1.06645 -2.31911 4.11700
C -1.87505 -3.41141 4.42890
C -2.45003 -3.80473 3.23201
C -3.40549 -4.91849 2.97956
N -1.99569 -2.98355 2.26754
N -1.14728 -2.06483 2.81252
B -2.36708 -2.96742 0.77156
N -1.06477 -3.13843 -0.07594
N 0.16301 -2.77296 0.42270
C 1.08958 -3.31253 -0.36583
C 2.53892 -3.03831 -0.16160
C 0.47287 -4.06161 -1.36853
C -0.88443 -3.93115 -1.15558
C -1.99910 -4.52003 -1.94594
N -3.11465 -1.62906 0.47035
N -2.77970 -0.48309 1.14250
C -3.79989 0.35985 1.02070
C -3.80345 1.70452 1.66594
C -4.80817 -0.22627 0.25158
C -4.34671 -1.48786 -0.06741
C -5.03918 -2.54677 -0.85163
H -0.15574 -1.92794 6.00466
H -0.62404 -0.47908 5.12132
H 0.80308 -1.40179 4.62233
H -2.02269 -3.86079 5.39505
H -3.59735 -5.45141 3.90743
H -3.00536 -5.62434 2.25219
H -4.35443 -4.54227 2.59671
H -3.09884 -3.86777 0.52716
H 2.69973 -2.54663 0.79735
H 2.92113 -2.39384 -0.95503
H 3.11580 -3.96222 -0.17674
H 0.95083 -4.62605 -2.15031
H -1.60259 -5.23289 -2.66461
H -2.53058 -3.74389 -2.49807
H -2.71710 -5.03218 -1.30684
H -2.89601 1.85988 2.24501
H -4.65214 1.79680 2.34346
H -3.89592 2.49402 0.91778
H -5.75942 0.20027 -0.01539
H -6.01815 -2.18966 -1.16175
H -5.17381 -3.45417 -0.26327
H -4.47394 -2.80859 -1.74556
C 6.21835 2.60589 -2.99588
C 5.08794 1.94660 -2.26475
C 5.23109 1.52294 -0.95312
C 4.19818 0.90537 -0.26049
C 4.47491 0.46405 1.14943
C 2.96763 0.69986 -0.91542
C 2.81261 1.08927 -2.26930
C 1.57381 0.85270 -3.09367
C 3.87623 1.71416 -2.90302
C 1.81853 0.13772 -0.16863
O 1.78527 0.16369 1.11529
O 0.81681 -0.34202 -0.78075
H 7.01031 2.90821 -2.31364
H 5.87169 3.48600 -3.53712
H 6.64790 1.92095 -3.72893
H 6.18023 1.66935 -0.45161
H 5.55008 0.42950 1.31720
H 4.05440 -0.51454 1.36347
H 4.03783 1.16089 1.86572
H 0.65898 1.15103 -2.59015
H 1.46237 -0.20907 -3.31377
H 1.65443 1.39399 -4.03607
H 3.75833 2.02296 -3.93523
C 1.42224 5.42995 -0.42499
C 0.27660 5.40688 -1.43320
C 0.61902 4.54311 -2.64129
C -1.04917 4.97480 -0.79018
N -1.00504 3.62608 -0.24477
C -0.49549 3.17543 0.90837
N -0.66809 1.87577 0.93804
N -1.26561 1.54462 -0.22521
N -1.46359 2.58041 -0.93673
H 2.29996 5.89436 -0.87162
H 1.71537 4.41961 -0.12888
H 1.16410 6.00035 0.46973
H 0.09772 6.43102 -1.77293
H 0.78457 3.50509 -2.35123
H 1.53612 4.90152 -3.10743
H -0.17597 4.56459 -3.38719
H -1.85351 4.96383 -1.52430
H -1.32661 5.64657 0.02244
H -0.04494 3.78461 1.67106